1.
A structure of composition C3H11N3 in a non-equilibrium geometry. Source: the Open Molecules 2025 dataset; level of theory: ωB97M-V with the def2-TZVPD basis set.

Structure (ORCA input):
```
! RIJCOSX wB97M-V def2-TZVPD def2/J DEFGRID3
* xyz 0 1
C 1.30 1.39 -0.23
C 1.23 -1.12 -0.35
C 0.60 0.11 0.26
N -1.79 -1.10 0.21
N -1.82 1.20 0.03
N -1.16 0.10 -0.28
H 2.16 1.37 0.49
H 1.70 1.13 -1.23
H 0.60 2.23 -0.25
H 2.28 -1.06 -0.27
H 1.09 -1.18 -1.46
H 0.94 -2.23 -0.02
H 0.40 -0.02 1.29
H -1.55 -1.22 1.27
H -1.38 -1.93 -0.10
H -2.69 1.14 -0.43
H -1.90 1.19 1.08
*
```

Gap between HOMO and LUMO ... 9.207 eV
Energy above the lowest of the compared OMol25 structures with the same formula, charge and spin ... 95.86 kcal/mol
Highest occupied orbital energy ... -8.13 eV

2.
A cluster of 2 separate species, C3H11N3 in total in a non-equilibrium geometry. Source: the Open Molecules 2025 dataset; level of theory: ωB97M-V with the def2-TZVPD basis set.

Structure (ORCA input):
```
! RIJCOSX wB97M-V def2-TZVPD def2/J DEFGRID3
* xyz 0 1
C -1.94 1.19 4.04
N -0.67 0.56 3.68
C 0.46 1.57 3.65
H -1.97 2.12 4.41
H -2.55 1.16 3.12
H -2.30 0.62 4.95
H -0.85 -0.16 2.98
H 0.40 2.46 3.13
H 1.24 1.13 2.94
H 0.77 1.84 4.70
N 1.87 -1.20 -4.52
C 0.58 -1.63 -4.15
N -0.22 -0.82 -3.51
H 2.30 -1.68 -5.23
H 2.26 -0.29 -4.19
H 0.30 -2.66 -4.42
H -1.06 -1.09 -3.22
*
```

Gap between HOMO and LUMO ... 9.453 eV
Energy above the lowest of the compared OMol25 structures with the same formula, charge and spin ... 64.00 kcal/mol
SMILES string ... [H]/N=C/N.CNC
Highest occupied orbital energy ... -8.34 eV

3.
A cluster of 2 separate species, C3H11N3 in total in a non-equilibrium geometry. Source: the Open Molecules 2025 dataset; level of theory: ωB97M-V with the def2-TZVPD basis set.

Structure (ORCA input):
```
! RIJCOSX wB97M-V def2-TZVPD def2/J DEFGRID3
* xyz 0 1
C -0.66 -0.87 0.84
C 1.01 1.53 -0.44
C -1.62 0.17 1.37
N 2.25 1.11 -0.56
N 2.43 0.21 -1.56
N -1.18 -1.46 -0.39
H 0.35 -0.37 0.65
H -0.51 -1.66 1.59
H 3.39 0.28 -1.92
H 1.80 0.32 -2.36
H -2.08 -1.92 -0.22
H -0.55 -2.19 -0.71
H 0.78 2.31 0.29
H 0.19 1.18 -1.09
H -2.58 -0.27 1.67
H -1.19 0.68 2.24
H -1.83 0.94 0.61
*
```

Gap between HOMO and LUMO ... 10.087 eV
Energy above the lowest of the compared OMol25 structures with the same formula, charge and spin ... 47.46 kcal/mol
SMILES string ... C=NN.CCN
Highest occupied orbital energy ... -8.92 eV

4.
A cluster of 2 separate species, C3H11N3 in total. Source: the Open Molecules 2025 dataset; level of theory: ωB97M-V with the def2-TZVPD basis set.

Structure (ORCA input):
```
! RIJCOSX wB97M-V def2-TZVPD def2/J DEFGRID3
* xyz 0 1
C -0.19 0.00 0.57
C -0.83 -1.15 1.27
C 1.77 0.97 -0.48
N 1.03 -0.18 0.02
N -0.74 -0.94 -1.54
N -0.63 1.24 0.90
H 0.73 -0.86 -0.79
H -1.56 1.32 1.26
H -1.39 -1.68 -1.78
H -0.87 -0.24 -2.28
H -0.31 2.03 0.37
H -0.53 -2.08 0.79
H -1.92 -1.07 1.23
H -0.50 -1.16 2.31
H 2.03 1.66 0.33
H 2.69 0.62 -0.93
H 1.22 1.53 -1.25
*
```

Gap between HOMO and LUMO ... 7.826 eV
Energy above the lowest of the compared OMol25 structures with the same formula, charge and spin ... 57.58 kcal/mol
Highest occupied orbital energy ... -7.00 eV

5.
An isolated molecule of C3H11N3 in a non-equilibrium geometry. Source: the Open Molecules 2025 dataset; level of theory: ωB97M-V with the def2-TZVPD basis set.

Structure (ORCA input):
```
! RIJCOSX wB97M-V def2-TZVPD def2/J DEFGRID3
* xyz 0 1
C 0.00 0.24 1.16
N 0.56 0.50 -0.17
C 1.46 -0.54 -0.63
N 2.33 -0.34 -1.79
C -1.44 0.80 1.25
N -2.26 0.17 0.03
H -0.08 -0.94 1.09
H 0.58 0.54 2.08
H -0.07 1.01 -0.70
H 2.26 -0.90 0.12
H 0.86 -1.46 -0.82
H 2.68 -1.07 -2.33
H 1.77 0.25 -2.44
H -1.65 1.90 1.20
H -1.80 0.35 2.17
H -1.90 -0.68 -0.34
H -3.31 0.16 0.11
*
```

Gap between HOMO and LUMO ... 9.297 eV
Energy above the lowest of the compared OMol25 structures with the same formula, charge and spin ... 58.47 kcal/mol
SMILES string ... NCCNCN
Highest occupied orbital energy ... -8.18 eV

6.
A cluster of 2 separate species, C3H11N3 in total in a non-equilibrium geometry. Source: the Open Molecules 2025 dataset; level of theory: ωB97M-V with the def2-TZVPD basis set.

Structure (ORCA input):
```
! RIJCOSX wB97M-V def2-TZVPD def2/J DEFGRID3
* xyz 0 1
C 1.83 0.09 0.97
C 1.02 -0.23 -0.25
N 0.81 0.88 -1.08
C 0.53 -1.44 -0.53
H 0.23 0.71 -1.89
H 0.89 1.80 -0.67
H 1.94 -0.80 1.60
H 2.82 0.43 0.68
H 1.36 0.88 1.55
H 0.03 -1.65 -1.46
H 0.76 -2.29 0.09
N -1.88 0.85 0.59
N -2.57 -0.01 -0.31
H -2.33 0.28 -1.25
H -2.28 -0.99 -0.19
H -2.32 0.75 1.50
H -0.82 0.73 0.65
*
```

Gap between HOMO and LUMO ... 9.330 eV
Energy above the lowest of the compared OMol25 structures with the same formula, charge and spin ... 44.36 kcal/mol
SMILES string ... C=C(C)N.NN
Highest occupied orbital energy ... -8.38 eV

7.
An isolated molecule of C3H11N3O in a non-equilibrium geometry. Source: the Open Molecules 2025 dataset; level of theory: ωB97M-V with the def2-TZVPD basis set.

Structure (ORCA input):
```
! RIJCOSX wB97M-V def2-TZVPD def2/J DEFGRID3
* xyz 0 1
C -0.86 -0.74 -0.53
C 0.88 0.77 0.59
C 0.14 -0.53 0.75
N -1.90 -1.65 -0.13
N 0.14 1.96 0.90
N 1.57 0.86 -0.66
O -0.14 -1.27 -1.63
H 0.70 -0.79 -1.69
H -1.35 0.20 -0.82
H 1.71 0.59 1.48
H -1.49 -2.53 0.16
H -2.51 -1.85 -0.92
H 2.50 1.25 -0.53
H -0.50 2.26 0.17
H -0.27 1.95 1.82
H 1.06 1.42 -1.33
H -0.49 -0.52 1.64
H 0.80 -1.38 0.74
*
```

Gap between HOMO and LUMO ... 10.096 eV
Energy above the lowest of the compared OMol25 structures with the same formula, charge and spin ... 26.64 kcal/mol
SMILES string ... NC(N)C[C@H](N)O
Highest occupied orbital energy ... -9.12 eV

8.
An isolated molecule of C3H11N3O in a non-equilibrium geometry. Source: the Open Molecules 2025 dataset; level of theory: ωB97M-V with the def2-TZVPD basis set.

Structure (ORCA input):
```
! RIJCOSX wB97M-V def2-TZVPD def2/J DEFGRID3
* xyz 0 1
C -0.13 0.33 0.49
C -0.33 1.00 -1.87
C 0.09 -0.52 2.75
N -0.86 0.06 -0.69
N -0.80 -1.29 -1.07
N 1.04 0.81 -2.20
O -0.52 -0.74 1.51
H 0.12 -1.69 -0.81
H -1.47 -1.81 -0.52
H 0.98 0.17 0.41
H -0.34 1.35 0.83
H 1.24 -0.18 -2.33
H 1.67 1.18 -1.50
H -0.96 0.70 -2.70
H -0.52 2.04 -1.58
H -0.23 0.43 3.21
H 1.19 -0.49 2.64
H -0.18 -1.36 3.42
*
```

Gap between HOMO and LUMO ... 9.844 eV
Energy above the lowest of the compared OMol25 structures with the same formula, charge and spin ... 67.26 kcal/mol
SMILES string ... COCN(N)CN
Highest occupied orbital energy ... -8.94 eV

9.
A cluster of 2 separate species, C3H11N3O in total in a non-equilibrium geometry. Source: the Open Molecules 2025 dataset; level of theory: ωB97M-V with the def2-TZVPD basis set.

Structure (ORCA input):
```
! RIJCOSX wB97M-V def2-TZVPD def2/J DEFGRID3
* xyz 0 1
C 0.30 1.43 0.33
C -0.84 1.94 -0.53
N 0.43 2.19 1.56
H -0.41 2.08 2.12
H 1.20 1.82 2.11
H 1.24 1.48 -0.23
H 0.09 0.36 0.57
H -0.89 1.37 -1.47
H -0.69 3.00 -0.79
H -1.80 1.84 -0.02
C -0.60 -2.31 -0.99
N 0.28 -1.97 0.11
N 1.51 -1.56 -0.29
O 2.32 -1.73 0.61
H 0.41 -2.75 0.75
H -0.16 -3.06 -1.67
H -0.86 -1.42 -1.57
H -1.53 -2.73 -0.60
*
```

Gap between HOMO and LUMO ... 9.258 eV
Energy above the lowest of the compared OMol25 structures with the same formula, charge and spin ... 80.01 kcal/mol
SMILES string ... CNN=O.CCN
Highest occupied orbital energy ... -8.96 eV

10.
A cluster of 2 separate species, C3H11N3O in total in a non-equilibrium geometry. Source: the Open Molecules 2025 dataset; level of theory: ωB97M-V with the def2-TZVPD basis set.

Structure (ORCA input):
```
! RIJCOSX wB97M-V def2-TZVPD def2/J DEFGRID3
* xyz 0 1
C -1.13 -0.30 -1.68
N -0.64 -0.64 -0.35
N -1.59 -0.95 0.67
C 0.69 -1.14 -0.16
N 1.71 -0.93 -0.90
H -2.34 -1.54 0.31
H -2.01 -0.06 0.95
H 1.45 -0.47 -1.77
H 0.82 -1.62 0.82
H -1.96 -0.95 -1.98
H -0.39 -0.39 -2.48
H -1.48 0.74 -1.72
C 0.89 1.23 1.56
O 1.79 2.25 1.17
H 2.44 1.84 0.58
H 1.46 0.44 2.07
H 0.15 1.62 2.27
H 0.14 0.86 0.63
*
```

Gap between HOMO and LUMO ... 9.613 eV
Energy above the lowest of the compared OMol25 structures with the same formula, charge and spin ... 78.11 kcal/mol
SMILES string ... [H]/N=C\N(C)N.CO
Highest occupied orbital energy ... -8.96 eV

11.
A cluster of 2 separate species, C3H11N3O in total in a non-equilibrium geometry. Source: the Open Molecules 2025 dataset; level of theory: ωB97M-V with the def2-TZVPD basis set.

Structure (ORCA input):
```
! RIJCOSX wB97M-V def2-TZVPD def2/J DEFGRID3
* xyz 0 1
C -0.99 1.05 2.01
N -0.25 -0.08 1.46
C -0.43 -0.75 -0.97
N -1.40 0.17 -1.32
O -0.64 -1.95 -1.09
H -0.73 -0.97 1.60
H -1.20 1.15 -1.14
H -2.28 -0.23 -1.58
H -1.15 0.99 3.09
H -1.95 1.14 1.50
H -0.43 1.98 1.84
C 1.16 -0.17 -1.37
N 2.06 -0.67 -0.32
H 3.03 -0.47 -0.54
H 1.92 -1.68 -0.24
H 1.44 -0.61 -2.34
H 1.25 0.92 -1.47
H 0.59 0.18 0.88
*
```

Gap between HOMO and LUMO ... 9.159 eV
Energy above the lowest of the compared OMol25 structures with the same formula, charge and spin ... 47.80 kcal/mol
SMILES string ... NCC(N)=O.CN
Highest occupied orbital energy ... -8.31 eV

12.
A cluster of 2 separate species, C3H11N3O in total in a non-equilibrium geometry. Source: the Open Molecules 2025 dataset; level of theory: ωB97M-V with the def2-TZVPD basis set.

Structure (ORCA input):
```
! RIJCOSX wB97M-V def2-TZVPD def2/J DEFGRID3
* xyz 0 1
C -0.37 -0.61 2.46
C 0.49 -0.33 1.20
N -0.42 -0.53 0.07
C -0.02 -1.44 -0.91
N 1.36 -1.42 -1.14
N -0.82 -2.17 -1.61
H -0.91 -1.56 2.32
H 0.13 -0.56 3.43
H -1.13 0.18 2.58
H 1.22 -1.13 1.32
H 0.94 0.66 1.28
H -1.40 -0.62 0.30
H 1.79 -0.55 -0.86
H 1.58 -1.86 -2.01
H -0.37 -2.31 -2.51
H -1.13 5.32 -1.60
H 0.00 4.36 -2.14
O -0.93 4.56 -2.16
*
```

Gap between HOMO and LUMO ... 9.448 eV
Energy above the lowest of the compared OMol25 structures with the same formula, charge and spin ... 27.95 kcal/mol
SMILES string ... [H]/N=C(\N)NCC.O
Highest occupied orbital energy ... -8.77 eV

- Among the records above, which one has the lowest energy above the lowest of the compared OMol25 structures with the same formula, charge and spin?
  number 7

- The highest highest occupied orbital energy belongs to which entry?
  number 4